Here is a structure of composition C63H61BaN2O2P4Te from OMol25. Energies are from the ωB97M-V functional and the def2-TZVPD basis.

Each line ends with the Löwdin charge.
Geometry (Å):
1 Ba 0.1937 -0.3816 -0.3835  1.36
2 C -5.8268 -1.2883 -4.7010  -0.05
3 C -4.7777 -0.9612 -3.6809  -0.25
4 C -5.0933 -0.8264 -2.3317  0.04
5 C -4.1381 -0.4997 -1.3782  -0.10
6 C -4.6139 -0.3798 0.0412  -0.31
7 O -4.8129 0.6926 0.5609  0.13
8 C -4.8698 -1.6630 0.7624  -0.15
9 C -5.8809 -1.7174 1.7116  -0.02
10 C -6.1462 -2.9071 2.3708  -0.07
11 C -5.3819 -4.0342 2.1005  -0.08
12 C -4.3575 -3.9757 1.1647  -0.07
13 C -4.1151 -2.7927 0.4840  -0.02
14 C -2.8059 -0.3452 -1.7503  -0.30
15 O -1.8851 -0.1189 -0.8013  -0.57
16 C -2.4611 -0.4519 -3.1198  -0.07
17 C -3.4571 -0.7512 -4.0446  0.02
18 C -1.0948 -0.1448 -3.6488  -0.20
19 N -0.1007 0.0488 -2.8849  -0.12
20 C 1.2282 0.4032 -3.4458  -0.30
21 C 2.0757 -0.8413 -3.6998  -0.42
22 Te 2.0481 -2.3124 -2.1051  1.23
23 C 0.3683 -3.3895 -2.8099  -0.54
24 C -0.8689 -3.3733 -2.1559  -0.15
25 C -1.9417 -4.0736 -2.6916  -0.07
26 C -1.7893 -4.8010 -3.8602  -0.06
27 C -0.5595 -4.8409 -4.4938  -0.08
28 C 0.5189 -4.1422 -3.9706  -0.16
29 C -0.9675 -0.0161 -5.1322  -0.22
30 C -0.7200 -1.1386 -5.9078  -0.03
31 C -0.5781 -1.0114 -7.2825  -0.06
32 C -0.6875 0.2343 -7.8805  -0.07
33 C -0.9482 1.3553 -7.1029  -0.06
34 C -1.0913 1.2314 -5.7312  -0.03
35 H -6.7465 -1.6153 -4.2222  0.08
36 H -5.5051 -2.0841 -5.3695  0.08
37 H -6.0677 -0.4229 -5.3174  0.08
38 H -6.1184 -0.9770 -2.0153  0.13
39 H -6.4559 -0.8265 1.9190  0.12
40 H -6.9458 -2.9535 3.0932  0.11
41 H -5.5868 -4.9623 2.6160  0.11
42 H -3.7624 -4.8537 0.9578  0.10
43 H -3.3341 -2.7478 -0.2618  0.09
44 H -3.1927 -0.8305 -5.0935  0.12
45 H 1.7471 1.0413 -2.7181  0.04
46 H 1.1279 0.9771 -4.3754  0.12
47 H 3.1248 -0.5871 -3.8390  0.05
48 H 1.7285 -1.3915 -4.5728  0.04
49 H -1.0536 -2.8195 -1.2393  0.05
50 H -2.9002 -4.0364 -2.1940  0.11
51 H -2.6306 -5.3423 -4.2685  0.11
52 H -0.4314 -5.4203 -5.3966  0.11
53 H 1.4782 -4.1855 -4.4689  0.10
54 H -0.6534 -2.1144 -5.4390  0.11
55 H -0.3888 -1.8862 -7.8864  0.11
56 H -0.5781 0.3316 -8.9503  0.11
57 H -1.0431 2.3251 -7.5682  0.11
58 H -1.3048 2.1022 -5.1281  0.13
59 C -0.2745 -3.9136 2.0001  -0.26
60 P 0.9769 -2.5633 1.9904  0.78
61 C 2.4675 -3.6035 1.7398  -0.31
62 C 1.0893 -2.0855 3.7575  -0.40
63 C 2.1387 -2.5187 4.5622  -0.09
64 C 2.1943 -2.1792 5.9062  -0.07
65 C 1.1938 -1.4105 6.4679  -0.07
66 C 0.1420 -0.9767 5.6734  -0.09
67 C 0.0746 -1.2914 4.3207  -0.41
68 P -1.3391 -0.7160 3.2949  0.87
69 C -2.6843 -1.6904 4.0441  -0.27
70 C -1.7396 0.9151 4.0174  -0.29
71 H -0.0370 -4.6776 2.7431  0.06
72 H -0.2968 -4.3787 1.0136  0.03
73 H -1.2703 -3.5277 2.2010  0.00
74 H 2.5502 -4.4246 2.4521  0.05
75 H 3.3815 -3.0131 1.7855  0.04
76 H 2.4065 -4.0350 0.7372  0.02
77 H 2.9304 -3.1220 4.1473  0.09
78 H 3.0239 -2.5189 6.5090  0.11
79 H 1.2277 -1.1453 7.5128  0.11
80 H -0.6373 -0.3755 6.1197  0.10
81 H -2.6868 -1.5921 5.1334  0.05
82 H -2.5911 -2.7430 3.7904  0.03
83 H -3.6410 -1.3440 3.6584  0.03
84 H -2.0761 0.8448 5.0568  0.04
85 H -2.5453 1.3579 3.4321  0.04
86 H -0.8917 1.5971 3.9766  -0.01
87 N 2.8481 1.7864 1.3814  -0.42
88 P 2.4266 1.7708 -0.2696  0.83
89 C 4.0647 1.7413 -1.0652  -0.36
90 C 5.1364 1.1063 -0.4472  -0.10
91 C 6.3646 1.0172 -1.0864  -0.07
92 C 6.5310 1.5533 -2.3528  -0.07
93 C 5.4629 2.1837 -2.9788  -0.07
94 C 4.2396 2.2796 -2.3390  -0.10
95 C 1.7484 3.3953 -0.7149  -0.38
96 C 0.4870 3.3929 -1.3014  -0.11
97 C -0.1359 4.5816 -1.6634  -0.06
98 C 0.5074 5.7841 -1.4256  -0.07
99 C 1.7675 5.8006 -0.8340  -0.07
100 C 2.3865 4.6154 -0.4908  -0.08
101 P 1.5672 1.6928 2.5696  0.98
102 C 1.0857 3.4365 2.7179  -0.40
103 C 1.9314 4.4550 3.1579  -0.10
104 C 1.5062 5.7693 3.1502  -0.07
105 C 0.2266 6.0861 2.7019  -0.07
106 C -0.6231 5.0871 2.2590  -0.07
107 C -0.1890 3.7667 2.2726  -0.12
108 C 2.6379 1.4521 4.0245  -0.37
109 C 3.8398 0.7631 3.9616  -0.10
110 C 4.6476 0.6537 5.0844  -0.08
111 C 4.2501 1.2162 6.2866  -0.08
112 C 3.0340 1.8816 6.3659  -0.07
113 C 2.2363 1.9996 5.2421  -0.11
114 H 3.5708 2.4760 1.6163  0.07
115 H 5.0157 0.6729 0.5378  0.09
116 H 7.1895 0.5288 -0.5892  0.11
117 H 7.4880 1.4882 -2.8477  0.11
118 H 5.5873 2.6111 -3.9616  0.11
119 H 3.4285 2.8012 -2.8316  0.11
120 H -0.0364 2.4621 -1.4939  0.07
121 H -1.1134 4.5640 -2.1185  0.11
122 H 0.0319 6.7145 -1.6992  0.11
123 H 2.2609 6.7422 -0.6468  0.11
124 H 3.3746 4.6414 -0.0469  0.11
125 H 2.9251 4.2215 3.5233  0.11
126 H 2.1643 6.5504 3.4975  0.11
127 H -0.1054 7.1143 2.7023  0.11
128 H -1.6144 5.3247 1.9083  0.11
129 H -0.8646 2.9888 1.9247  0.10
130 H 4.1692 0.3194 3.0294  0.09
131 H 5.5876 0.1291 5.0145  0.10
132 H 4.8835 1.1387 7.1570  0.11
133 H 2.7108 2.3212 7.2970  0.11
134 H 1.3050 2.5453 5.3139  0.11

Values from the calculation:
- HOMO level: -9.81 eV
- Frontier orbital gap: 0.2917 hartree
- Net charge: +1



Here is a structure of composition C63H68MoN5O2PSe from OMol25. Energies are from the ωB97M-V functional and the def2-TZVPD basis.

Each line ends with the Löwdin spin population.
Geometry (Å):
1 Mo -0.0535 -0.1271 -0.2195  1.12
2 C 3.4060 -4.1437 1.8355  0.00
3 C 2.1911 -3.6790 2.3148  0.00
4 C 1.3244 -2.9883 1.4790  0.00
5 C 1.6655 -2.7356 0.1536  0.00
6 C 2.8919 -3.2063 -0.3234  0.00
7 C 3.7484 -3.9065 0.5089  0.00
8 N 0.8178 -1.9776 -0.6722  -0.05
9 C 0.4721 -2.4314 -1.9079  0.01
10 C 0.5264 -3.7610 -2.3675  -0.01
11 C 0.1437 -4.0541 -3.6568  0.02
12 C -0.2992 -3.0590 -4.5404  -0.02
13 C -0.3493 -1.7463 -4.1220  0.02
14 C 0.0251 -1.4465 -2.8135  -0.01
15 N 0.0554 -0.1662 -2.2634  0.14
16 N 0.0759 0.8608 -3.0604  0.29
17 C 0.3192 2.0109 -2.3490  0.02
18 C 0.4169 3.2426 -3.0036  0.04
19 C 0.7115 4.3584 -2.2550  0.01
20 C 0.9008 4.2334 -0.8775  0.05
21 C 0.7809 2.9874 -0.3009  0.01
22 N 0.4974 1.8976 -1.0220  0.06
23 H 4.0829 -4.6806 2.4875  0.00
24 H 1.9095 -3.8562 3.3461  0.00
25 H 0.3693 -2.6414 1.8491  0.00
26 H 3.1683 -3.0020 -1.3509  0.00
27 H 4.6979 -4.2574 0.1230  0.00
28 H 0.8513 -4.5455 -1.6966  0.00
29 H 0.1731 -5.0849 -3.9899  0.00
30 H -0.6014 -3.3212 -5.5457  0.00
31 H -0.6734 -0.9477 -4.7758  0.00
32 H 0.2651 3.2786 -4.0729  0.00
33 H 0.7918 5.3265 -2.7319  0.00
34 H 1.1356 5.0868 -0.2573  0.00
35 H 0.9036 2.8432 0.7649  0.00
36 C -3.2679 5.2983 5.1578  0.00
37 C -2.4143 4.0392 5.3056  0.00
38 C -3.1554 3.0613 6.2289  0.00
39 C -1.0830 4.4361 5.9580  0.00
40 C -2.1469 3.3634 3.9619  0.00
41 C -1.3423 2.2310 3.9012  0.00
42 C -1.1057 1.6086 2.6924  0.01
43 Se -0.0226 0.0410 2.5973  0.00
44 C 1.6956 0.8874 2.5649  0.01
45 C 2.1799 1.5925 3.6456  0.00
46 C 3.4052 2.2482 3.5586  0.00
47 C 4.0995 2.1311 2.3613  0.00
48 C 3.6498 1.4160 1.2478  0.00
49 C 2.4029 0.7785 1.3571  0.01
50 O 1.8768 0.0777 0.3641  0.07
51 C 4.5424 1.4046 -0.0033  0.00
52 C 5.9056 0.7962 0.3645  0.00
53 C 3.9958 0.5992 -1.1874  0.00
54 C 4.7401 2.8503 -0.4882  0.00
55 C 3.9140 3.0609 4.7488  0.00
56 C 4.0291 2.1541 5.9818  0.00
57 C 5.2854 3.6806 4.4822  0.00
58 C 2.9226 4.1947 5.0457  0.00
59 C -1.6770 2.0417 1.4766  0.00
60 O -1.5083 1.3361 0.3884  0.04
61 C -2.4913 3.1988 1.5195  0.00
62 C -2.6898 3.8059 2.7600  0.00
63 C -3.2336 3.8041 0.3140  0.00
64 C -4.7434 3.6188 0.5329  0.00
65 C -2.9129 5.3045 0.2156  0.00
66 C -2.8906 3.1943 -1.0503  0.00
67 H -3.4239 5.7499 6.1396  0.00
68 H -2.7830 6.0417 4.5209  0.00
69 H -4.2503 5.0741 4.7363  0.00
70 H -3.3412 3.5199 7.2038  0.00
71 H -4.1172 2.7767 5.7960  0.00
72 H -2.5770 2.1501 6.3913  0.00
73 H -1.2594 4.9328 6.9157  0.00
74 H -0.4555 3.5635 6.1482  0.00
75 H -0.5225 5.1172 5.3141  0.00
76 H -0.9047 1.8158 4.8022  0.00
77 H 1.5925 1.6433 4.5551  0.00
78 H 5.0557 2.6284 2.2748  0.00
79 H 5.7831 -0.2351 0.7029  0.00
80 H 6.5602 0.7934 -0.5107  0.00
81 H 6.4089 1.3529 1.1558  0.00
82 H 3.8182 -0.4436 -0.9281  0.00
83 H 3.0590 1.0091 -1.5652  0.00
84 H 4.7356 0.6396 -1.9917  0.00
85 H 5.2022 3.4813 0.2727  0.00
86 H 5.3835 2.8631 -1.3719  0.00
87 H 3.7805 3.2964 -0.7598  0.00
88 H 4.7278 1.3358 5.7970  0.00
89 H 4.3877 2.7265 6.8411  0.00
90 H 3.0662 1.7171 6.2509  0.00
91 H 6.0422 2.9178 4.2858  0.00
92 H 5.2609 4.3670 3.6329  0.00
93 H 5.6046 4.2487 5.3584  0.00
94 H 1.9266 3.8085 5.2683  0.00
95 H 3.2577 4.7793 5.9067  0.00
96 H 2.8344 4.8653 4.1879  0.00
97 H -3.3295 4.6779 2.7842  0.00
98 H -5.0808 4.0938 1.4561  0.00
99 H -5.3023 4.0567 -0.2986  0.00
100 H -4.9944 2.5565 0.5892  0.00
101 H -3.2052 5.8583 1.1080  0.00
102 H -1.8418 5.4555 0.0597  0.00
103 H -3.4448 5.7411 -0.6337  0.00
104 H -3.1477 2.1393 -1.1107  0.00
105 H -3.4549 3.7382 -1.8142  0.00
106 H -1.8293 3.2953 -1.2793  0.00
107 N -1.6334 -1.1319 -0.2100  0.08
108 P -2.8991 -2.0244 -0.1315  0.04
109 C -3.6958 -1.9258 1.4866  0.01
110 C -4.3394 -2.9805 2.1256  0.00
111 C -4.9165 -2.7815 3.3730  0.00
112 C -4.8504 -1.5353 3.9811  0.00
113 C -4.2158 -0.4773 3.3416  0.00
114 C -3.6454 -0.6717 2.0944  0.00
115 C -2.5938 -3.7737 -0.4645  0.00
116 C -2.9923 -4.3649 -1.6591  0.00
117 C -2.6229 -5.6712 -1.9460  0.00
118 C -1.8401 -6.3855 -1.0520  0.00
119 C -1.4244 -5.7957 0.1359  0.00
120 C -1.8043 -4.4967 0.4296  0.00
121 C -4.1171 -1.4776 -1.3451  0.00
122 C -5.4458 -1.8871 -1.2731  0.00
123 C -6.3552 -1.4592 -2.2275  0.00
124 C -5.9386 -0.6209 -3.2543  0.00
125 C -4.6158 -0.2074 -3.3245  0.00
126 C -3.7038 -0.6335 -2.3698  0.00
127 H -4.3844 -3.9576 1.6598  0.00
128 H -5.4123 -3.6037 3.8733  0.00
129 H -5.2934 -1.3890 4.9584  0.00
130 H -4.1538 0.4973 3.8113  0.00
131 H -3.1441 0.1397 1.5813  0.00
132 H -3.5858 -3.8058 -2.3726  0.00
133 H -2.9368 -6.1245 -2.8777  0.00
134 H -1.5455 -7.4018 -1.2824  0.00
135 H -0.8024 -6.3445 0.8315  0.00
136 H -1.4742 -4.0402 1.3550  0.00
137 H -5.7745 -2.5328 -0.4660  0.00
138 H -7.3890 -1.7742 -2.1677  0.00
139 H -6.6505 -0.2851 -3.9979  0.00
140 H -4.2923 0.4520 -4.1198  0.00
141 H -2.6721 -0.3073 -2.4064  0.00

Values from the calculation:
- 2S+1: 3
- HOMO level (alpha / beta): -6.90 / -7.07 eV
- Frontier orbital gap (alpha / beta): 0.2346 / 0.2117 hartree